one:
21
Properties=species:S:1:pos:R:3 method="wB97M-V/def2-TZVPD" charge=+1 gap_ev=8.6 lumo_energy_ev=-4.57
C -2.33 1.49 -1.89
C -1.97 1.77 -0.45
S -0.13 1.82 -0.26
H -1.85 0.59 -2.28
H -2.05 2.33 -2.53
H -3.40 1.35 -1.99
H -2.33 2.73 -0.10
H -2.36 1.02 0.23
H -0.12 2.31 0.99
C 2.74 -0.50 1.05
C 1.86 -1.37 0.15
C -0.30 -2.26 0.86
N 0.45 -1.29 0.57
H 2.67 0.54 0.76
H 2.45 -0.60 2.09
H 3.78 -0.79 0.94
H 1.90 -1.04 -0.88
H 2.14 -2.42 0.22
H -1.34 -2.09 1.10
H 0.13 -3.26 0.87
H 0.06 -0.32 0.55



two:
21
Properties=species:S:1:pos:R:3 method="wB97M-V/def2-TZVPD" charge=+1 gap_ev=5.9 lumo_energy_ev=-5.16
C 0.28 -1.22 0.35
C 0.30 -1.03 1.86
C -1.66 -1.27 3.28
N -0.80 -1.79 2.50
H 0.26 -2.27 0.08
H -0.62 -0.76 -0.08
H 1.17 -0.77 -0.09
H 1.24 -1.36 2.31
H 0.13 0.01 2.13
H -2.41 -1.92 3.71
H -1.62 -0.21 3.48
H -1.00 -2.74 2.20
C 0.72 2.90 -1.79
S -0.57 1.64 -1.90
C 0.28 0.50 -3.01
H 0.98 3.24 -2.79
H 1.60 2.49 -1.29
H 0.33 3.73 -1.21
H -0.21 -0.47 -3.04
H 0.31 0.92 -4.01
H 1.31 0.36 -2.69



Verdict on stability: two comes out at the bottom.



one:
13
Properties=species:S:1:pos:R:3 method="wB97M-V/def2-TZVPD" charge=+1 gap_ev=11.0 lumo_energy_ev=-3.55
O -0.99 -2.34 0.26
H -0.13 -2.75 0.52
H -1.01 1.42 1.29
H -1.54 -3.05 -0.07
N -0.77 0.96 0.42
C 0.55 1.45 -0.12
N 1.37 0.34 -0.59
H -1.49 0.88 -0.29
H -0.36 0.04 0.69
H 1.02 1.97 0.71
H 0.38 2.02 -1.04
H 1.10 -0.18 -1.41
H 2.28 0.79 -0.64



two:
13
Properties=species:S:1:pos:R:3 method="wB97M-V/def2-TZVPD" charge=+1 gap_ev=11.1 lumo_energy_ev=-3.42
O -1.07 1.24 -2.28
H -1.87 1.70 -2.00
H 0.31 -0.30 -0.78
H -1.42 0.59 -2.91
N 0.60 0.42 -0.10
C 0.74 -0.28 1.26
N -0.07 -1.41 1.34
H -0.16 1.10 -0.13
H 1.44 0.86 -0.46
H 0.49 0.45 2.04
H 1.77 -0.58 1.36
H 0.33 -2.32 1.25
H -1.07 -1.46 1.41



Verdict on stability: one comes out at the bottom.



one:
15
Properties=species:S:1:pos:R:3 method="wB97M-V/def2-TZVPD" charge=+1 gap_ev=8.8 lumo_energy_ev=-4.61
C 1.42 0.20 -0.65
C 1.09 -1.07 -0.94
C -1.22 -0.84 0.28
N -0.87 0.32 0.57
N -2.47 -1.33 0.02
N 0.96 2.19 0.71
N 0.85 0.82 0.47
S 0.05 -2.17 -0.15
H 1.84 0.80 -1.49
H 1.51 -1.33 -1.80
H -3.21 -0.70 -0.01
H -2.74 -2.34 -0.02
H 1.11 2.36 1.68
H 0.51 2.87 -0.01
H 1.17 0.24 1.33



two:
15
Properties=species:S:1:pos:R:3 method="wB97M-V/def2-TZVPD" charge=+1 gap_ev=8.2 lumo_energy_ev=-3.83 smiles="[NH3+][C@H]1[C@@H]2NC(=S)NN12"
N 2.22 0.15 -0.79
C 0.95 -0.28 -0.13
C -0.13 0.85 0.60
N -1.14 0.28 1.40
C -1.92 -0.55 0.63
S -3.27 -1.29 1.06
N -1.36 -0.59 -0.67
N -0.23 0.26 -0.74
H 2.80 -0.63 -0.54
H 2.31 1.12 -0.68
H 2.00 0.08 -1.79
H 0.92 -1.36 0.28
H 0.11 1.94 0.57
H -1.35 0.53 2.27
H -1.91 -0.51 -1.47



three:
15
Properties=species:S:1:pos:R:3 method="wB97M-V/def2-TZVPD" charge=+1 gap_ev=9.2 lumo_energy_ev=-4.41
C 1.25 -0.61 0.08
C 0.42 -1.71 0.34
C 1.37 1.73 -0.10
N -4.58 0.46 -0.33
N -3.91 -0.40 -0.22
N -0.54 0.62 0.47
N 0.73 0.51 0.17
S -1.23 -0.83 0.33
H 2.34 -0.53 0.03
H 0.70 -2.51 -0.36
H 0.42 -2.11 1.29
H 0.50 2.40 -0.13
H 1.72 1.74 -1.15
H 2.16 2.12 0.58
H -1.36 -0.87 -1.00



Verdict on stability: one comes out at the bottom.



one:
22
Properties=species:S:1:pos:R:3 method="wB97M-V/def2-TZVPD" charge=+1 gap_ev="9.5 / 4.5" lumo_energy_ev="-3.38 / -8.17" spin_multiplicity=2
N -1.07 -1.14 1.88
C -0.43 -0.39 0.84
C 0.88 0.24 1.30
C 1.67 1.11 0.34
C 1.11 2.13 -0.32
C 0.06 -1.41 -0.23
N -1.09 -2.16 -0.69
H -1.61 -0.82 2.66
H -0.64 -2.02 2.10
H -1.17 0.25 0.36
H 1.54 -0.60 1.56
H 0.74 0.88 2.18
H 2.70 0.84 0.14
H 0.04 2.13 -0.48
H 1.70 2.66 -1.03
H 0.76 -2.13 0.17
H 0.32 -0.91 -1.19
H -0.92 -3.15 -0.82
H -2.04 -1.84 -0.48
H -0.88 1.42 -2.41
H -1.12 2.61 -3.31
O -0.56 2.31 -2.59



two:
22
Properties=species:S:1:pos:R:3 method="wB97M-V/def2-TZVPD" charge=+1 gap_ev="10.4 / 5.7" lumo_energy_ev="-3.75 / -8.38" spin_multiplicity=2
C -2.40 -2.17 1.04
C -1.49 -1.34 1.93
C -0.07 -1.21 1.42
C -0.03 -0.42 0.09
N 1.28 0.04 -0.21
C 1.54 0.92 -1.25
N 2.59 1.59 -1.39
H -2.16 -2.15 -0.03
H -2.28 -3.23 1.27
H -3.44 -1.89 1.20
H -1.45 -1.78 2.91
H -1.88 -0.35 2.11
H 0.35 -2.20 1.19
H 0.63 -0.74 2.11
H -0.48 -0.91 -0.79
H -0.71 0.43 0.19
H 2.07 -0.36 0.30
H 0.70 1.08 -1.90
H 3.45 1.66 -0.85
H 0.58 4.27 -3.50
H 2.00 4.11 -2.93
O 1.20 4.65 -2.88



Verdict on stability: one comes out at the bottom.



one:
13
Properties=species:S:1:pos:R:3 method="wB97M-V/def2-TZVPD" gap_ev=6.9 lumo_energy_ev=-1.78
C -0.72 0.53 0.13
C 1.65 1.20 0.12
H -2.92 0.57 -0.76
H -1.47 -1.48 0.94
H -0.91 2.11 -0.97
H 0.90 -1.97 1.56
H 1.23 2.21 0.19
N -1.57 -0.62 0.22
N -1.52 1.48 -0.26
N 0.61 0.20 0.27
O -2.94 -0.29 0.11
O 2.80 0.65 0.13
S 1.01 -1.37 -0.37



two:
13
Properties=species:S:1:pos:R:3 method="wB97M-V/def2-TZVPD" gap_ev=8.7 lumo_energy_ev=-0.40 smiles="N/N=C(/NO)C(O)=S"
N 1.50 1.94 0.09
N 1.62 0.51 0.05
C 0.49 -0.13 -0.04
N 0.59 -1.47 -0.20
O 1.83 -2.04 0.02
C -0.94 0.41 -0.05
O -1.03 1.71 -0.16
S -2.23 -0.57 0.09
H 2.14 2.29 -0.65
H 1.86 2.23 0.97
H -0.17 -2.06 0.13
H 2.40 -1.25 0.14
H -0.12 2.08 -0.12



three:
13
Properties=species:S:1:pos:R:3 method="wB97M-V/def2-TZVPD" gap_ev=9.8 lumo_energy_ev=0.46
H 2.11 -0.12 -0.12
N 1.34 -0.06 0.63
C 0.23 0.41 0.18
N -0.03 1.05 -1.14
S 1.36 1.59 -1.98
N -1.00 0.25 0.87
O -1.07 -0.70 1.86
C -1.10 -2.05 1.56
O -1.29 -2.54 0.44
H -0.59 0.61 -1.94
H 1.20 2.78 -1.29
H -1.56 1.07 1.19
H -1.04 -2.62 2.47



Verdict on stability: one comes out at the bottom.



one:
23
Properties=species:S:1:pos:R:3 method="wB97M-V/def2-TZVPD" charge=+1 gap_ev="7.9 / 7.9" lumo_energy_ev="-4.73 / -4.73"
N 0.16 -1.45 2.07
N 0.64 -2.18 1.03
C 1.65 -1.69 0.36
C 2.42 -0.49 0.37
C 2.12 0.83 0.16
C 0.79 1.35 0.01
O 0.51 2.65 -0.02
N -0.28 0.59 -0.15
C -1.75 0.95 -0.36
C -2.14 0.22 -1.63
O -2.09 -1.13 -1.17
H -0.74 -1.67 2.45
H 0.45 -0.65 2.57
H 2.10 -2.56 -0.35
H 3.58 -0.64 0.26
H 2.96 1.44 0.12
H 1.18 3.19 0.37
H -0.15 -0.41 -0.37
H -2.09 0.45 0.58
H -1.78 2.03 -0.27
H -3.10 0.33 -2.01
H -1.56 0.34 -2.48
H -2.87 -1.50 -1.53



two:
23
Properties=species:S:1:pos:R:3 method="wB97M-V/def2-TZVPD" charge=+1 gap_ev="8.5 / 8.5" lumo_energy_ev="-6.21 / -6.21"
C -1.60 0.39 0.67
C -1.17 -1.06 0.52
C -0.86 1.27 -0.34
C 0.33 -1.23 0.70
C 0.65 1.13 -0.15
C 1.04 -0.33 -0.37
N 3.12 -1.45 -0.62
N 4.56 0.19 0.36
N 2.40 -0.57 -0.31
O 5.69 0.39 0.59
O 3.49 0.72 0.47
H -2.67 0.48 0.51
H -1.38 0.74 1.68
H -1.67 -1.68 1.27
H -1.47 -1.44 -0.47
H -1.13 0.97 -1.36
H -1.15 2.31 -0.21
H 0.63 -0.90 1.69
H 0.62 -2.27 0.55
H 1.18 1.77 -0.86
H 0.93 1.44 0.86
H 0.68 -0.67 -1.35
H 4.15 -1.19 -0.34



Verdict on stability: two comes out at the bottom.



one:
12
Properties=species:S:1:pos:R:3 method="wB97M-V/def2-TZVPD" gap_ev="6.9 / 6.9" lumo_energy_ev="0.21 / 0.21"
C 0.91 0.79 0.03
C -0.16 1.69 -0.37
C -1.79 0.11 0.20
C 0.76 -0.55 -0.20
O -2.56 -0.76 0.46
O -1.36 1.13 -0.18
O 1.70 -1.45 0.29
O -0.30 -1.14 -0.99
H 1.84 1.11 0.48
H -0.12 2.79 -0.15
H 1.43 -1.68 1.18
H -0.36 -2.04 -0.74



two:
12
Properties=species:S:1:pos:R:3 method="wB97M-V/def2-TZVPD" gap_ev=11.0 lumo_energy_ev=-0.03 smiles="O=C(O)/C=C/C(=O)O"
O 2.29 -1.37 -0.06
C 2.09 -0.26 -0.01
O 3.02 0.75 -0.02
C 0.59 0.39 -0.12
C -0.33 -0.53 -0.06
C -1.79 0.02 -0.06
O -2.01 1.17 -0.07
O -2.71 -0.92 -0.07
H 2.48 1.69 -0.08
H 0.12 1.16 0.17
H -0.20 -1.54 -0.11
H -3.54 -0.57 0.49



Verdict on stability: one comes out at the bottom.



one:
12
Properties=species:S:1:pos:R:3 method="wB97M-V/def2-TZVPD" charge=+1 gap_ev="10.6 / 6.9" lumo_energy_ev="-5.20 / -8.01"
C -0.08 1.40 0.37
C 2.13 -0.32 0.85
C 1.04 0.45 0.20
C -1.46 -0.68 -0.47
N -0.45 0.24 0.01
O 2.01 0.04 -0.58
H -2.51 2.77 -0.81
H 2.97 0.29 1.28
H 1.76 -1.37 0.97
H -2.46 -0.46 -0.19
H -1.27 -1.68 -0.12
H -1.69 -0.71 -1.50



two:
12
Properties=species:S:1:pos:R:3 method="wB97M-V/def2-TZVPD" charge=+1 gap_ev=8.0 lumo_energy_ev=-5.82
C 2.70 0.37 -0.10
C 3.60 0.75 0.56
C -3.05 0.41 -0.40
C 0.54 -0.32 -0.26
N 1.62 0.05 -0.87
O -1.99 0.61 0.07
H -3.84 -0.29 -0.05
H 4.41 1.14 1.06
H -3.32 1.03 -1.30
H -0.33 -0.77 -0.85
H 0.68 -0.63 0.77
H 1.83 0.13 -1.94



Verdict on stability: one comes out at the bottom.